{"formula": "C4H11CrO2", "method": "wB97M-V/def2-TZVPD", "homo_ev": [-10.3481, -9.3207], "mol_weight_g_mol": 143.13, "lumo_ev": [-5.7, -5.6], "multiplicity": 5, "total_charge": 1, "elements": ["H", "C", "H", "H", "H", "O", "C", "C", "O", "C", "Cr", "H", "H", "H", "H", "H", "H", "H"], "coordinates": [[-4.051327, -2.070989, 0.237450], [-2.379378, -1.304618, -0.039863], [-2.457780, -1.950055, -0.920834], [-2.247678, -1.858493, 0.897326], [-3.041834, -0.430127, -0.016197], [-0.892581, -0.608428, -0.273750], [-0.467731, 0.255317, 0.778122], [1.032215, 0.437616, 0.697846], [1.362848, 0.732819, -0.670000], [2.693369, 1.218789, -0.867470], [0.183375, -0.290785, -1.827998], [-0.716253, -0.175021, 1.758886], [-0.989829, 1.220473, 0.683860], [1.568599, -0.474772, 0.996612], [1.347306, 1.273488, 1.335904], [2.824369, 1.390565, -1.940162], [2.815380, 2.160244, -0.318718], [3.416926, 0.473973, -0.511014]], "atomic_forces_ev_per_a": [[1.0, 0.4, -0.2], [-4.1, -1.9, 0.6], [0.2, 0.4, 0.2], [0.2, 0.4, -0.4], [0.5, -0.3, 0.0], [2.4, 0.7, -0.7], [-0.1, 0.5, 0.4], [-0.1, -0.1, 0.9], [0.0, 0.3, 0.0], [0.7, 0.2, -0.1], [-0.6, -0.4, -0.3], [0.0, 0.0, -0.3], [0.2, -0.2, 0.1], [-0.1, 0.2, -0.1], [0.0, -0.1, -0.2], [0.0, 0.0, 0.2], [0.0, -0.2, -0.2], [-0.2, 0.2, -0.1]]}